No. 1
Below is an isolated molecule of C7H6Cl2N2, with properties calculated with ωB97M-V/def2-TZVPD.

Summary:
**SMILES**: N#C[C@]1(Cl)C(Cl)=CC=C[C@H]1N
**Lowest unoccupied orbital energy**: -0.242 eV
**ΔE to the lowest compared entry with this formula, charge and spin**: 142.8 kJ/mol

Atoms and positions in Å:
H1 -2.02052 -0.65609 0.65908
N1 0.08554 2.97002 2.70085
Cl1 3.13164 0.88716 2.66050
Cl2 -0.27741 -0.73428 2.70273
C1 1.89795 0.41360 1.54467
C2 0.31864 1.87303 2.43452
C3 0.09040 -0.33756 -0.61849
C4 0.48506 0.57218 1.84055
H2 -0.53160 1.77834 -0.16716
H3 1.61671 -1.48348 -1.17092
N2 -1.80791 0.26760 0.57642
C5 1.31523 -0.74057 -0.53560
H4 -2.44357 0.80600 1.11938
C6 2.30881 -0.25961 0.42555
H5 -0.46249 -0.70270 -1.38475
C7 -0.56134 0.72911 0.28848
H6 3.34240 -0.13640 0.11629

No. 2
Below is an isolated molecule of C7H6Cl2N2O4, with properties calculated with ωB97M-V/def2-TZVPD.

Summary:
**2S+1**: 3
**Lowest unoccupied orbital energy (alpha / beta)**: -0.995 / -3.545 eV
**ΔE to the lowest compared entry with this formula, charge and spin**: 39.7 kJ/mol

Atoms and positions in Å:
C1 0.07690 -1.20612 1.40002
C2 -1.03623 -1.09219 0.62243
H1 -0.59172 2.28709 0.46235
N1 -1.57767 -2.16826 -0.13894
C3 -0.38334 1.19927 -1.91951
O1 -2.04723 -1.81601 -1.21021
H2 1.46221 -0.56676 2.74361
C4 0.14755 1.55653 0.44415
H3 1.33083 1.78512 2.20861
N2 1.45101 -0.04728 -0.77306
C5 0.69437 -0.15019 2.11925
O2 2.50446 0.14578 -0.25581
O3 -1.33649 -3.27719 0.25482
H4 -0.80525 0.30188 -2.36717
C6 0.83045 1.08198 1.63885
Cl1 -1.77950 2.33546 -1.61763
H5 -1.56577 -0.08837 0.29983
H6 0.37979 -2.36469 1.45501
O4 1.17736 -0.99126 -1.47991
Cl2 0.64944 2.05051 -3.13937
C7 0.41883 1.02472 -0.74732

No. 3
Below is C7H6ClI2SbSe4Ti as an isolated structure, with properties calculated with ωB97M-V/def2-TZVPD.

Summary:
**Lowest unoccupied orbital energy**: -1.827 eV

Atoms and positions in Å:
C1 0.92548 -0.98780 -0.42721
H1 -4.39432 -0.64593 -1.03834
Cl1 -0.54192 -0.23475 1.94594
C2 -1.36854 -0.61323 0.40597
C3 -3.31991 -0.71225 -0.93178
I1 -2.00766 3.11445 -0.48685
H2 -3.33873 -0.31308 1.18774
I2 0.68493 2.68773 -0.41759
C4 -0.53063 -0.88122 -0.66000
Ti1 1.85062 0.28661 0.95388
Se1 1.83596 1.94193 3.07814
Sb1 4.12215 1.42720 2.33840
H3 -0.51850 -1.22376 -2.76487
Se2 6.31695 1.97578 2.93012
H4 1.50540 -0.91399 -1.34699
Se3 3.47328 -1.06219 2.02073
H5 1.16315 -1.94539 0.05216
H6 -2.96582 -1.05905 -3.01691
C5 -2.51871 -0.94523 -2.03825
C6 -2.73942 -0.53547 0.31510
C7 -1.14038 -1.02968 -1.89949
Se4 3.50661 1.66931 -0.19989

No. 4
Below is an isolated molecule of C7H6F3N3, with properties calculated with ωB97M-V/def2-TZVPD.

Summary:
**SMILES**: [H]/N=C(\NC(F)(F)F)c1cccnc1
**Lowest unoccupied orbital energy**: -0.125 eV
**ΔE to the lowest compared entry with this formula, charge and spin**: 0.0 kJ/mol

Atoms and positions in Å:
H1 -0.43160 -2.43029 -1.84064
H2 1.54811 1.69462 -0.49895
F1 -1.53615 0.28480 -1.04182
H3 -1.05054 0.32080 3.31618
C1 0.56132 0.06134 0.36491
C2 0.94430 -0.82431 -0.72222
C3 -1.21615 -0.66560 -1.97022
H4 -0.92554 -1.23646 1.29702
H5 0.02415 2.47603 3.26485
C4 1.08070 1.35221 0.42819
C5 -0.45916 -0.26288 1.31607
N1 2.01595 -1.00414 -1.26461
F2 -2.39429 -1.16201 -2.46969
N2 0.96388 2.13956 1.43366
C6 -0.49988 0.53431 2.46614
H6 2.20141 -1.52150 -2.16290
N3 -0.45594 -1.57073 -1.36407
F3 -0.66694 0.09781 -3.01786
C7 0.29636 1.71644 2.46595

No. 5
Below is a 2-piece molecular cluster, C7H6FN overall, with properties calculated with ωB97M-V/def2-TZVPD.

Summary:
**SMILES**: N#Cc1ccccc1.F
**Lowest unoccupied orbital energy**: 0.274 eV
**ΔE to the lowest compared entry with this formula, charge and spin**: 0.0 kJ/mol

Atoms and positions in Å:
C1 -0.38974 -0.94785 0.65579
H1 1.66774 -1.61025 -1.34050
H2 -0.27581 -1.89985 1.11386
C2 0.64814 -0.02415 0.67514
C3 0.51552 1.24812 0.12034
N1 2.89787 0.33214 1.80529
H3 -2.34777 -1.40807 -0.14179
F1 1.31880 -2.41417 -1.06051
C4 -0.70809 1.54113 -0.61421
H4 -0.76822 2.52726 -1.07296
C5 1.86340 -0.00601 1.39366
H5 -2.67810 0.89284 -0.88176
C6 -1.69268 0.57935 -0.66203
C7 -1.51133 -0.67103 -0.11953
H6 1.46027 1.86054 0.12921

No. 6
Below is an isolated molecule of C7H6N2O, with properties calculated with ωB97M-V/def2-TZVPD.

Summary:
**SMILES**: CC(=O)[C@@H]1CC1(C#N)C#N
**Lowest unoccupied orbital energy**: 0.271 eV
**ΔE to the lowest compared entry with this formula, charge and spin**: 193.1 kJ/mol

Atoms and positions in Å:
H1 1.95294 0.61171 2.09102
H2 3.19628 0.57712 0.79389
H3 -0.75092 -1.10460 -2.12789
C1 -1.75922 1.18699 0.13482
C2 2.25974 0.18461 1.12827
C3 -2.26168 -1.08602 0.21468
C4 -0.60921 -0.22649 -1.50814
N1 -2.99949 -1.87337 0.59757
C5 -1.33663 -0.11188 -0.23199
N2 -2.08048 2.22312 0.43484
H4 0.19258 -1.57859 0.10745
H5 2.18601 -0.89748 1.34042
H6 -0.41209 0.73629 -2.16023
C6 0.11817 -0.59553 -0.28493
O1 1.16793 1.46852 -0.62367
C7 1.13605 0.48560 0.09388

No. 7
Below is C7H6N2O4Pt as an isolated structure, with properties calculated with ωB97M-V/def2-TZVPD.

Summary:
**2S+1**: 3
**Net charge**: +2
**Lowest unoccupied orbital energy (alpha / beta)**: -8.605 / -11.841 eV
**ΔE to the lowest compared entry with this formula, charge and spin**: 0.0 kJ/mol

Atoms and positions in Å:
H1 -3.27824 2.12194 0.17505
H2 -3.31238 2.02831 -0.56734
H3 -0.98590 0.43883 5.11762
H4 -1.97678 -0.08302 2.62261
O1 -0.43613 -0.23770 -3.23836
Pt1 0.08404 -0.07010 -0.16399
C1 -1.22182 -1.51773 0.25713
C2 0.95432 1.72965 -0.25758
C3 -0.95841 0.14639 2.92044
H5 1.53865 0.92507 4.76925
O2 1.42646 2.78627 -0.23119
C4 1.19221 0.56452 2.71587
O3 2.67467 -1.76220 0.45813
C5 -0.47068 0.41434 4.17757
C6 1.74939 -1.14947 0.12728
O4 -1.94312 -2.35458 0.60141
N1 0.10737 0.22405 2.04006
H6 2.18315 0.73765 2.31294
N2 0.88769 0.67893 4.03155
C7 -0.15215 -0.22568 -2.11411

No. 8
Below is an isolated ion of composition C7H6N3O and charge +1, with properties calculated with ωB97M-V/def2-TZVPD.

Summary:
**Net charge**: +1
**Lowest unoccupied orbital energy**: -5.086 eV
**ΔE to the lowest compared entry with this formula, charge and spin**: 184.5 kJ/mol

Atoms and positions in Å:
H1 -3.62912 -1.29157 -0.45961
H2 4.02760 0.58334 0.26197
H3 -3.70943 -0.37364 1.00518
C1 2.01176 1.24814 0.24716
N1 -0.75704 -0.96356 -0.20298
H4 1.38242 -2.44731 -0.47478
N2 2.84628 -0.96354 -0.23675
N3 0.67209 0.78776 0.00735
O1 -1.34404 2.08225 -0.19093
C2 3.00213 0.32693 0.11346
C3 -0.47258 1.39183 0.14066
C4 1.62210 -1.40225 -0.32343
C5 -1.84819 -0.65627 0.05531
C6 0.54261 -0.58175 -0.08943
H5 2.09076 2.17029 0.64112
C7 -3.25764 -0.42143 0.05138
H6 -3.17969 0.51077 -0.54567

Number 1: calculated total energy -1300.1389 hartree, strongest force on any atom 3.95 eV/A. Number 2: calculated total energy -1600.7971 hartree, strongest force on any atom 7.08 eV/A. Number 3: calculated total energy -12021.4588 hartree, strongest force on any atom 0.46 eV/A. Number 4: calculated total energy -734.1606 hartree, strongest force on any atom 4.59 eV/A. Number 5: calculated total energy -424.9235 hartree, strongest force on any atom 3.24 eV/A. Number 6: calculated total energy -455.0064 hartree, strongest force on any atom 3.41 eV/A. Number 7: calculated total energy -799.3725 hartree, strongest force on any atom 8.07 eV/A. Number 8: calculated total energy -509.4067 hartree, strongest force on any atom 3.21 eV/A.